The following is a quantum chemistry calculation of a cluster of 2 separate species, C31H49FN5O3PS in total in a non-equilibrium geometry, from the OMol25 dataset.

* lowest unoccupied orbital energy: 0.3366 eV
* SMILES: CCCCCCc1cc([PH2]=O)c(NCC)c2c1Sc1c(CCCN)cc([C@H](F)CC)c(N=C(C)C)c1N2C.C[N+](=O)[O-]
* E_tot: -69373.1083 eV
* multiplicity: 1
* highest occupied orbital energy: -0.296 Ha

Positions of all 91 atoms, in Å:
C  7.179  0.351  1.619
C  6.349  -0.848  1.123
C  6.051  -0.730  -0.405
C  4.702  -1.387  -0.804
C  3.640  -0.376  -1.273
C  2.532  -1.108  -2.080
C  1.343  -1.546  -1.249
C  1.409  -2.720  -0.552
C  0.313  -3.135  0.183
P  0.533  -4.722  1.044
O  0.618  -4.582  2.516
C  -0.855  -2.393  0.227
N  -1.937  -2.902  1.016
C  -2.622  -4.052  0.340
C  -4.148  -3.876  0.202
C  -0.937  -1.188  -0.484
C  0.180  -0.806  -1.196
S  0.189  0.714  -2.116
C  -1.184  1.588  -1.376
C  -1.226  2.958  -1.600
C  -0.170  3.699  -2.400
C  -0.070  3.246  -3.887
C  -0.488  4.343  -4.891
N  -0.004  4.009  -6.248
C  -2.290  3.648  -1.078
C  -3.296  3.033  -0.352
C  -4.440  3.952  0.109
F  -3.864  5.239  0.238
C  -5.099  3.640  1.452
C  -6.452  2.913  1.184
C  -3.202  1.670  -0.145
N  -4.210  0.952  0.581
C  -3.834  0.539  1.731
C  -4.566  -0.615  2.382
C  -2.660  1.074  2.529
C  -2.134  0.914  -0.661
N  -2.189  -0.495  -0.413
C  -3.145  -1.104  -1.392
H  8.208  0.342  1.244
H  7.222  0.307  2.715
H  6.693  1.263  1.254
H  5.382  -0.927  1.630
H  6.960  -1.744  1.274
H  6.854  -1.290  -0.903
H  6.140  0.302  -0.761
H  4.930  -2.115  -1.591
H  4.309  -1.954  0.051
H  4.150  0.285  -1.987
H  3.232  0.231  -0.460
H  2.981  -2.023  -2.486
H  2.217  -0.544  -2.965
H  2.298  -3.343  -0.570
H  1.722  -5.297  0.520
H  -0.490  -5.629  0.681
H  -2.657  -2.186  1.061
H  -2.223  -4.233  -0.668
H  -2.470  -4.988  0.887
H  -4.454  -3.447  -0.752
H  -4.590  -4.881  0.217
H  -4.608  -3.335  1.036
H  -0.510  4.743  -2.416
H  0.790  3.686  -1.873
H  -0.763  2.409  -4.043
H  0.948  2.897  -4.093
H  -1.579  4.398  -4.969
H  -0.094  5.325  -4.610
H  -0.269  3.044  -6.429
H  1.012  4.005  -6.252
H  -2.324  4.712  -1.287
H  -5.165  4.048  -0.707
H  -5.368  4.605  1.894
H  -4.465  3.098  2.147
H  -6.727  2.209  1.972
H  -7.247  3.625  0.947
H  -6.318  2.322  0.270
H  -3.783  -1.258  2.809
H  -5.148  -0.276  3.248
H  -5.185  -1.158  1.669
H  -2.441  2.125  2.335
H  -2.955  1.014  3.588
H  -1.769  0.440  2.447
H  -4.148  -1.112  -0.954
H  -2.835  -2.118  -1.641
H  -3.164  -0.475  -2.291
C  6.476  -2.985  4.922
N  7.242  -1.717  5.073
O  7.712  -1.223  4.068
O  7.340  -1.266  6.193
H  6.473  -3.264  3.875
H  6.974  -3.740  5.525
H  5.467  -2.802  5.280